{"formula": "C3H6O", "method": "ωB97M-V with the def2-TZVPD basis set", "total_energy_ev": -5253.469, "e_homo_ha": -0.3425, "orbital_gap_ev": 9.92, "charge": 0, "e_above_lowest_ev": 2.226, "smiles": "C=CCO", "fmax_ev_per_a": 5.93, "species": ["C", "C", "C", "H", "H", "H", "H", "H", "H", "O"], "coordinates": [[0.7999, 0.5273, -0.0670], [-0.7241, 0.5006, -0.1414], [-1.3453, -0.7128, -0.0674], [2.2648, -0.8220, 0.4416], [0.9371, 0.9091, 1.0577], [1.2165, 1.3117, -0.7515], [-1.2600, 1.4747, -0.2395], [-2.4314, -0.7259, -0.0628], [-0.7646, -1.6759, 0.0771], [1.3073, -0.7867, -0.2469]]}



{"formula": "C3H6O2", "method": "ωB97M-V with the def2-TZVPD basis set", "total_energy_ev": -7302.055, "e_homo_ha": -0.3354, "orbital_gap_ev": 9.89, "charge": 0, "e_above_lowest_ev": 1.623, "smiles": "C=C(O)CO", "fmax_ev_per_a": 1.01, "species": ["C", "C", "O", "C", "O", "H", "H", "H", "H", "H", "H"], "coordinates": [[1.4811, -0.4685, 0.0473], [0.1806, -0.2905, -0.0843], [-0.6391, -1.3388, -0.3193], [-0.5449, 1.0088, -0.0408], [-1.7881, 0.9543, 0.5774], [2.0118, -1.3870, 0.2159], [2.1278, 0.3640, 0.1351], [0.0001, -2.0689, -0.4081], [-0.6613, 1.3885, -1.0468], [0.0219, 1.7387, 0.5158], [-2.1899, 0.0994, 0.4079]]}



{"formula": "C3H6O2", "method": "ωB97M-V with the def2-TZVPD basis set", "total_energy_ev": -7301.596, "e_homo_ha": -0.3362, "orbital_gap_ev": 9.98, "charge": 0, "e_above_lowest_ev": 2.082, "smiles": "O[C@@H]1C[C@@H]1O", "fmax_ev_per_a": 1.66, "species": ["O", "C", "C", "C", "O", "H", "H", "H", "H", "H", "H"], "coordinates": [[-1.0688, -0.0742, -1.2379], [-0.0087, 0.5521, -0.5657], [-0.0246, 0.5310, 0.9349], [0.8604, -0.4328, 0.1160], [0.5508, -1.7747, -0.0052], [-1.8907, 0.3208, -0.9227], [0.4203, 1.4090, -1.0764], [-0.8522, 0.0583, 1.4460], [0.4032, 1.3956, 1.4559], [1.8688, -0.1932, 0.4021], [-0.2586, -1.7920, -0.5469]]}



{"formula": "C3H6O2", "method": "ωB97M-V with the def2-TZVPD basis set", "total_energy_ev": -7298.856, "e_homo_ha": -0.3801, "orbital_gap_ev": 10.72, "charge": 0, "e_above_lowest_ev": 4.822, "fmax_ev_per_a": 5.14, "species": ["C", "C", "C", "H", "H", "H", "H", "H", "H", "O", "O"], "coordinates": [[-1.2127, 0.6021, 1.2949], [0.3415, -0.2692, -0.2641], [0.7954, -0.1974, -1.6229], [-0.3107, 1.0276, 1.8120], [-1.9602, 1.4287, 1.1551], [-1.6980, -0.2822, 1.7436], [1.3752, -1.4614, -1.7360], [-0.2967, 0.1843, -2.5958], [1.8514, 0.8921, -1.5951], [-0.8983, 0.2525, -0.0898], [1.0850, -0.5778, 0.6859]]}



{"formula": "C3H6O2", "method": "ωB97M-V with the def2-TZVPD basis set", "total_energy_ev": -7301.191, "e_homo_ha": -0.3252, "orbital_gap_ev": 9.20, "charge": 0, "e_above_lowest_ev": 2.488, "smiles": "C=CO.C=O", "fmax_ev_per_a": 1.16, "species": ["O", "C", "H", "H", "C", "C", "O", "H", "H", "H", "H"], "coordinates": [[-0.7522, 0.0293, -2.1531], [0.1495, 0.6902, -2.5913], [0.9994, 0.1651, -3.0534], [0.0924, 1.7855, -2.5703], [0.2939, -0.6929, 2.7239], [0.2087, -0.6565, 1.4087], [0.0577, 0.5180, 0.7292], [0.7320, -1.4891, 3.3022], [0.0316, 0.2203, 3.2529], [0.0991, -1.5351, 0.7717], [-0.4306, 0.3817, -0.1017]]}



{"formula": "C3H6O2", "method": "ωB97M-V with the def2-TZVPD basis set", "total_energy_ev": -7302.082, "e_homo_ha": -0.3823, "orbital_gap_ev": 10.19, "charge": 0, "e_above_lowest_ev": 1.596, "smiles": "C=CC=O.O", "fmax_ev_per_a": 0.53, "species": ["C", "C", "O", "C", "O", "H", "H", "H", "H", "H", "H"], "coordinates": [[1.3052, -0.6186, 0.5178], [0.2131, 0.0008, 0.9653], [-0.4651, 1.4645, -1.7176], [-1.1351, -0.4116, 0.4937], [-1.3217, -1.0890, -0.4963], [2.3003, -0.3442, 0.8543], [1.2168, -1.4332, -0.1979], [0.4177, 1.2048, -1.4270], [0.2632, 0.8048, 1.6969], [-0.9093, 0.6171, -1.8533], [-1.9900, -0.0738, 1.1104]]}



{"formula": "C3H6O2", "method": "ωB97M-V with the def2-TZVPD basis set", "total_energy_ev": -7301.426, "e_homo_ha": -0.3510, "orbital_gap_ev": 10.35, "charge": 0, "e_above_lowest_ev": 2.253, "smiles": "COCC=O", "fmax_ev_per_a": 3.87, "species": ["C", "C", "C", "H", "H", "H", "H", "H", "H", "O", "O"], "coordinates": [[0.8025, 1.0000, 0.8455], [0.0811, -0.5238, -0.8078], [-1.2994, -0.8047, -0.3712], [1.1775, 2.0437, 0.9864], [1.5163, 0.2800, 1.1771], [-0.0847, 0.8707, 1.4037], [0.1272, -0.4615, -1.9556], [0.8270, -1.2393, -0.3605], [-1.7211, -1.7406, -0.9744], [0.4390, 0.7542, -0.4884], [-1.8654, -0.1787, 0.5452]]}



{"formula": "C3H6O2", "method": "ωB97M-V with the def2-TZVPD basis set", "total_energy_ev": -7301.733, "e_homo_ha": -0.3703, "orbital_gap_ev": 10.57, "charge": 0, "e_above_lowest_ev": 1.945, "smiles": "CC=O.C=O", "fmax_ev_per_a": 0.56, "species": ["O", "C", "H", "H", "O", "C", "C", "H", "H", "H", "H"], "coordinates": [[0.6637, 1.4780, -4.5345], [1.0611, 1.3818, -3.4054], [1.0892, 0.4097, -2.8834], [1.4173, 2.2823, -2.8729], [-1.7178, -2.2087, 2.0389], [-1.4070, -1.0551, 1.8598], [0.0006, -0.5522, 2.0272], [-2.1987, -0.3408, 1.5518], [0.2229, -0.3412, 3.0736], [0.2113, 0.3191, 1.4121], [0.6574, -1.3730, 1.7326]]}



{"formula": "C3H6O2", "method": "ωB97M-V with the def2-TZVPD basis set", "total_energy_ev": -7300.399, "e_homo_ha": -0.3680, "orbital_gap_ev": 10.23, "charge": 0, "e_above_lowest_ev": 3.279, "smiles": "C[C@H](O)C=O", "fmax_ev_per_a": 10.37, "species": ["C", "C", "C", "H", "H", "H", "H", "H", "H", "O", "O"], "coordinates": [[0.0482, -0.9311, -0.4051], [-0.2778, 0.1672, 0.3101], [0.8223, 1.1975, 0.2512], [-0.7841, -1.6976, -0.6291], [0.5502, -0.6161, -1.4111], [0.9085, -1.5901, 0.0923], [-0.4110, -0.0483, 1.3534], [-1.9274, -0.0206, -0.1257], [0.5461, 2.2590, 0.6780], [-1.3968, 0.7399, -0.2919], [1.9216, 0.5402, 0.1780]]}



{"formula": "C3H6O2", "method": "ωB97M-V with the def2-TZVPD basis set", "total_energy_ev": -7302.938, "e_homo_ha": -0.3832, "orbital_gap_ev": 11.29, "charge": 0, "e_above_lowest_ev": 0.740, "smiles": "CC(=O)CO", "fmax_ev_per_a": 0.42, "species": ["C", "C", "O", "C", "O", "H", "H", "H", "H", "H", "H"], "coordinates": [[0.5544, -0.4713, 1.3644], [-0.0575, -0.4480, -0.0160], [-0.4027, -1.4813, -0.5575], [-0.2697, 0.8519, -0.7812], [-0.7647, 0.5751, -2.0535], [-0.2258, -0.3910, 2.1332], [1.2941, 0.3123, 1.5433], [1.0480, -1.4429, 1.4704], [0.6843, 1.3984, -0.8397], [-0.9636, 1.4886, -0.2056], [-0.8968, -0.3917, -2.0578]]}



{"formula": "C3H6O2", "method": "ωB97M-V with the def2-TZVPD basis set", "total_energy_ev": -7301.836, "e_homo_ha": -0.3623, "orbital_gap_ev": 10.80, "charge": 0, "e_above_lowest_ev": 1.842, "smiles": "COCC=O", "fmax_ev_per_a": 1.22, "species": ["C", "O", "C", "C", "O", "H", "H", "H", "H", "H", "H"], "coordinates": [[-1.2623, 0.6647, 0.1939], [-1.0294, -0.6142, -0.3365], [0.2975, -0.9712, -0.0419], [1.4232, 0.0214, -0.3818], [2.4348, 0.0997, 0.2769], [-0.9722, 0.7437, 1.2696], [-0.7133, 1.3431, -0.4293], [-2.3212, 0.9500, 0.1879], [0.5176, -1.8702, -0.6269], [0.3842, -1.2036, 1.0256], [1.3102, 0.6219, -1.3086]]}



{"formula": "C3H6O2", "method": "ωB97M-V with the def2-TZVPD basis set", "total_energy_ev": -7300.133, "e_homo_ha": -0.3575, "orbital_gap_ev": 10.61, "charge": 0, "e_above_lowest_ev": 3.545, "smiles": "OC[C@H]1CO1", "fmax_ev_per_a": 2.68, "species": ["O", "C", "C", "C", "O", "H", "H", "H", "H", "H", "H"], "coordinates": [[-1.9267, -0.2974, 0.0099], [-0.9468, 0.7136, -0.0459], [0.4587, 0.4516, 0.4054], [1.1044, -0.8052, 0.0883], [1.2132, 0.0279, -1.0015], [-1.5155, -1.1576, -0.1212], [-0.4543, 0.8005, -1.0089], [-1.4135, 1.6446, 0.2770], [0.9865, 1.3025, 0.8218], [0.4528, -1.6735, -0.0079], [2.0414, -1.0070, 0.5829]]}



{"formula": "C3H6O2", "method": "ωB97M-V with the def2-TZVPD basis set", "total_energy_ev": -7297.974, "e_homo_ha": -0.2795, "orbital_gap_ev": 8.33, "charge": 0, "e_above_lowest_ev": 5.704, "fmax_ev_per_a": 2.88, "species": ["C", "C", "C", "O", "O", "H", "H", "H", "H", "H", "H"], "coordinates": [[1.4776, -0.4628, 0.0909], [0.1107, 0.0187, -0.1382], [-0.6837, 0.9212, -0.5868], [-1.1990, -1.2970, 0.1831], [-0.6542, 2.2548, -0.3499], [-1.2238, -1.5804, 1.1082], [-1.5709, 2.5564, -0.3551], [-1.8094, -0.7161, -0.3720], [1.6420, -0.8472, 1.1021], [2.1481, 0.3878, -0.0542], [1.7628, -1.2354, -0.6281]]}



{"formula": "C3H6O2", "method": "ωB97M-V with the def2-TZVPD basis set", "total_energy_ev": -7302.235, "e_homo_ha": -0.3812, "orbital_gap_ev": 11.22, "charge": 0, "e_above_lowest_ev": 1.444, "smiles": "O=CO.C=C", "fmax_ev_per_a": 1.72, "species": ["C", "C", "H", "H", "H", "H", "O", "C", "O", "H", "H"], "coordinates": [[-0.1897, 2.1875, 0.0971], [0.7660, 1.6701, -0.6551], [-0.2963, 1.9176, 1.1364], [-0.9090, 2.8740, -0.3452], [1.5229, 0.9177, -0.4959], [0.7326, 2.0541, -1.6730], [0.7705, -2.3610, -0.3976], [-0.1868, -1.9584, 0.1898], [-0.9139, -2.7007, 1.0670], [-0.6385, -0.9679, 0.1301], [-0.6581, -3.6330, 0.9464]]}



{"formula": "C3H6O2S", "method": "ωB97M-V with the def2-TZVPD basis set", "total_energy_ev": -18137.299, "e_homo_ha": -0.3273, "orbital_gap_ev": 9.79, "charge": 0, "e_above_lowest_ev": 1.649, "smiles": "C1OCSCO1", "fmax_ev_per_a": 1.42, "species": ["C", "C", "C", "H", "H", "H", "H", "H", "H", "O", "O", "S"], "coordinates": [[1.2890, 0.0075, -0.0342], [-0.6813, 1.2596, 0.3272], [-0.6017, -1.2819, -0.2614], [1.9769, 0.3457, 0.7279], [1.7674, -0.3109, -0.9660], [-1.1345, 2.2104, -0.0008], [-0.4208, 1.3406, 1.3927], [-1.0296, -2.2221, 0.0657], [-0.3511, -1.3638, -1.2997], [0.4894, 1.1023, -0.4658], [0.5661, -1.0481, 0.5281], [-1.8699, -0.0391, -0.0138]]}



{"formula": "C3H6O2S", "method": "ωB97M-V with the def2-TZVPD basis set", "total_energy_ev": -18136.732, "e_homo_ha": -0.3382, "orbital_gap_ev": 9.36, "charge": 0, "e_above_lowest_ev": 2.215, "smiles": "C[C@H](O)C(O)=S", "fmax_ev_per_a": 3.98, "species": ["C", "C", "C", "H", "H", "H", "H", "H", "H", "O", "O", "S"], "coordinates": [[0.6794, 1.9572, 0.4862], [0.4300, 0.7201, -0.6077], [0.2461, -0.5136, 0.1923], [1.4176, 1.3424, 1.2415], [-0.2945, 2.3377, 0.9230], [1.0934, 2.8897, -0.0749], [1.5280, 0.6238, -1.0308], [-1.3518, 0.9721, -1.1519], [1.0844, -1.3266, 1.8307], [-0.5125, 0.9430, -1.7128], [1.1422, -0.5787, 1.2298], [-1.0405, -1.4209, 0.1063]]}



{"formula": "C3H6O2S", "method": "ωB97M-V with the def2-TZVPD basis set", "total_energy_ev": -18134.467, "e_homo_ha": -0.3428, "orbital_gap_ev": 9.33, "charge": 0, "e_above_lowest_ev": 4.481, "fmax_ev_per_a": 6.71, "species": ["C", "C", "C", "H", "H", "H", "H", "H", "H", "O", "O", "S"], "coordinates": [[0.4101, -0.3923, 0.5591], [-0.7714, -0.1791, -0.3096], [-0.2491, 0.9138, 0.5086], [1.9769, -1.6329, -0.8557], [0.2441, -0.9717, 1.5086], [-0.5167, -0.2256, -1.3832], [-2.6811, -0.7261, -0.9327], [-0.6649, 1.4949, 1.3408], [1.3968, 1.3400, -0.4925], [-1.9658, -0.8679, 0.1520], [0.5674, 1.7954, -0.1666], [2.2539, -0.5485, 0.0712]]}



{"formula": "C3H6O3", "method": "ωB97M-V with the def2-TZVPD basis set", "total_energy_ev": -9348.542, "e_homo_ha": -0.3492, "orbital_gap_ev": 10.13, "charge": 0, "e_above_lowest_ev": 2.775, "smiles": "O[C@H]1[C@@H](O)[C@H]1O", "fmax_ev_per_a": 1.46, "species": ["O", "C", "C", "O", "C", "O", "H", "H", "H", "H", "H", "H"], "coordinates": [[0.2792, 1.4101, -1.2805], [-0.4944, 0.9530, -0.2342], [-0.8375, -0.5017, -0.1978], [0.0775, -1.2525, -0.9419], [-0.0128, 0.0707, 0.9508], [1.2127, -0.6703, 1.0987], [0.5091, 0.5971, -1.7641], [-1.2562, 1.6864, 0.0529], [-1.8650, -0.8776, -0.1757], [0.7759, -1.4378, -0.2289], [-0.4021, 0.2536, 1.9424], [2.0137, -0.2310, 0.7782]]}



{"formula": "C3H6O3", "method": "ωB97M-V with the def2-TZVPD basis set", "total_energy_ev": -9349.908, "e_homo_ha": -0.3497, "orbital_gap_ev": 10.08, "charge": 0, "e_above_lowest_ev": 1.409, "smiles": "CC=O.O=CO", "fmax_ev_per_a": 1.67, "species": ["O", "C", "C", "H", "H", "H", "H", "O", "C", "O", "H", "H"], "coordinates": [[1.1124, 0.3114, 2.8580], [0.5686, -0.0066, 1.8407], [-0.8875, 0.3274, 1.6151], [1.1142, -0.4349, 0.9927], [-1.5981, 0.0832, 2.4046], [-0.8300, 1.4109, 1.7881], [-1.1900, -0.0091, 0.6315], [-0.1722, -0.8089, -1.3211], [0.5269, -0.6691, -2.2905], [0.5242, 0.4464, -3.0112], [1.1696, -1.4973, -2.5766], [-0.3381, 0.8468, -2.9314]]}



{"formula": "C3H6O3", "method": "ωB97M-V with the def2-TZVPD basis set", "total_energy_ev": -9347.726, "e_homo_ha": -0.2914, "orbital_gap_ev": 8.36, "charge": 0, "e_above_lowest_ev": 3.590, "smiles": "C=CO.O=CO", "fmax_ev_per_a": 1.78, "species": ["C", "C", "O", "H", "H", "H", "H", "O", "C", "O", "H", "H"], "coordinates": [[1.4095, -1.6784, -3.0237], [1.1542, -1.5446, -1.6741], [0.8617, -0.4223, -1.0382], [0.8681, -2.4716, -3.5261], [2.3909, -1.3617, -3.3503], [1.3417, -2.3985, -1.0115], [0.5193, 0.1293, -1.7677], [-2.1496, 0.7673, 1.5697], [-1.3323, 1.4978, 2.0353], [-0.0068, 1.2577, 2.0696], [-1.5091, 2.4037, 2.6319], [0.1487, 0.3365, 1.8058]]}